[1]
Formula: C2H2FN3O5
Source: the Open Molecules 2025 dataset
Level of theory: ωB97M-V with the def2-TZVPD basis set

Geometry (Å):
C: -2.30446 0.31180 -0.66440
O: -3.84964 1.21900 0.88063
N: -2.92841 -1.13758 -0.39670
N: -2.64178 1.11785 0.62650
O: -1.70863 1.53054 1.28221
H: -0.40531 0.58228 -1.85750
C: -0.71457 0.21414 -0.94094
O: 1.18091 -0.26354 0.13183
O: -2.66174 -1.89985 -1.25867
O: -3.49895 -1.31421 0.60489
F: -2.89059 0.87274 -1.66093
H: 1.45695 -0.47527 1.05716
N: -0.11855 -0.29354 0.11632

Max |F|, eV/Å: 6.0
Energy above the lowest of the compared OMol25 structures with the same formula, charge and spin, kJ/mol: 0.00
HOMO, eV: -10.728
LUMO level, eV: -0.518
Structure (SMILES): O=[N+]([O-])C(F)(/C=N/O)[N+](=O)[O-]

---

[2]
Formula: C5H12NO2
Source: the Open Molecules 2025 dataset
Level of theory: ωB97M-V with the def2-TZVPD basis set

Geometry (Å):
C: 2.51612 1.05869 0.62990
H: 0.75983 1.26497 2.60202
H: 1.60673 -0.83788 0.71388
H: -3.62852 0.12532 -0.42971
O: -1.65983 -0.70942 0.52724
O: -0.87745 -1.10666 -1.50614
H: 2.29057 2.03082 1.05194
N: 1.55309 0.06111 1.19084
C: 0.74006 0.28372 2.13794
H: -3.64518 -0.95520 -1.81796
H: 1.25891 1.17870 -1.12419
C: 2.32178 1.04166 -0.88177
C: -1.80024 -0.71388 -0.79639
H: -0.83544 -1.17528 0.74269
H: 3.50856 0.71578 0.91718
H: -0.00603 -0.41794 2.48881
H: 2.67840 0.10899 -1.33288
H: 2.89818 1.85413 -1.32128
C: -3.07824 -0.16284 -1.32757
H: -2.91489 0.68289 -1.98772

Max |F|, eV/Å: 2.0
Energy above the lowest of the compared OMol25 structures with the same formula, charge and spin, kJ/mol: 42.69
HOMO (spin up / spin down), eV: -20.362 / -20.362
Net charge: +2
LUMO level (spin up / spin down), eV: -8.764 / -13.777
Multiplicity: 2
Expectation value of S²: 0.756

---

[3]
Formula: ClH3N2O2S
Source: the Open Molecules 2025 dataset
Level of theory: ωB97M-V with the def2-TZVPD basis set

Geometry (Å):
H: 0.63535 1.46350 -1.10378
H: 1.64651 -0.78377 0.42409
O: -0.51455 -2.17827 0.69610
S: -0.77653 -0.81070 0.29025
O: -1.87937 -0.08986 0.80606
N: 0.65972 -0.02876 0.46728
Cl: -0.91245 -0.77867 -1.82534
H: 0.34587 1.98810 0.37768
N: 0.79545 1.21842 -0.13234

Max |F|, eV/Å: 5.2
Energy above the lowest of the compared OMol25 structures with the same formula, charge and spin, kJ/mol: 60.05
HOMO, eV: -10.666
LUMO level, eV: -0.121
Structure (SMILES): NNS(=O)(=O)Cl

---

[4]
Formula: C8H22BNO10S2
Source: the Open Molecules 2025 dataset
Level of theory: ωB97M-V with the def2-TZVPD basis set

Geometry (Å):
H: -0.92721 -2.52437 -0.52645
H: -1.60137 3.26956 1.08197
O: -0.38875 1.31954 -1.56458
N: 5.19311 1.54960 0.91734
C: -2.96528 -2.63175 0.19369
S: -1.67173 -2.18127 2.40307
O: 7.18008 0.88380 0.13299
C: 6.13474 1.29309 -0.11843
C: -2.08224 -2.83575 3.98554
H: -3.31056 1.83555 -4.58869
O: -2.05196 -0.80022 2.35317
H: 2.79388 -1.29541 -0.11858
O: 3.07263 0.25909 1.27553
H: -1.64151 -4.12655 -0.62293
H: -1.96915 -3.91629 3.95741
H: -4.13651 2.90108 -2.54045
H: 3.29434 0.25001 -0.80117
C: -1.08253 2.39753 0.69339
C: -3.06608 2.73274 -2.64613
O: 5.80690 1.59611 -1.40361
H: -3.10365 -2.55580 4.22830
O: -0.56354 3.80794 -1.43559
S: -1.01588 2.50404 -1.06128
H: -1.75539 1.48342 -3.83205
H: -3.20025 0.66737 -3.25573
O: -2.58601 2.40489 -1.33028
O: 5.17092 -0.79336 1.58979
C: 2.67914 -0.21673 -0.02485
H: -3.89584 -3.11662 -0.09631
C: -1.85041 -3.06288 -0.73912
H: -0.05923 2.37373 1.06357
H: -2.62190 3.67010 -2.98574
C: -2.82000 1.61421 -3.64032
B: 4.47233 0.32742 1.27365
O: -0.34872 -2.59686 2.06074
H: 4.54412 2.28365 0.65007
H: -1.59855 1.47993 0.97022
O: -2.72046 -3.03073 1.55625
H: 1.64594 0.09777 -0.18798
H: 5.17971 0.96437 -1.77310
H: -2.12639 -2.86545 -1.77531
H: -1.39003 -2.40478 4.70558
H: 4.51380 -1.45783 1.83489
H: -3.13053 -1.55388 0.14150

Max |F|, eV/Å: 4.4
Energy above the lowest of the compared OMol25 structures with the same formula, charge and spin, kJ/mol: 55.56
HOMO, eV: -10.155
LUMO level, eV: 0.330
Structure (SMILES): CCOS(C)(=O)=O.CCOS(C)(=O)=O.COB(O)NC(=O)O

---

[5]
Formula: C30H32GeNSSiV
Source: the Open Molecules 2025 dataset
Level of theory: ωB97M-V with the def2-TZVPD basis set

Geometry (Å):
C: -2.87496 -5.03818 -2.10005
C: 2.98026 1.32809 -4.69593
C: -1.88533 -2.54612 -3.67683
C: 3.74691 1.24638 -5.82280
C: 6.79734 -3.89584 -0.10096
H: -4.73759 -3.20496 -5.18422
H: -3.81834 -4.69675 -5.26136
Si: -3.34378 -3.58147 -3.15436
H: 7.88085 -2.90901 1.46939
H: 7.57941 2.07270 -1.44907
H: -6.21882 -2.72430 -3.22873
C: -4.45184 -2.42084 -2.05105
C: -4.22005 -0.13114 2.72950
H: 7.32637 -0.64970 0.67033
C: -3.01315 -0.88473 2.81497
C: -4.40721 -4.06238 -4.59445
C: 6.63058 1.89512 -0.93425
H: 5.08971 -2.37170 -2.59308
H: -2.37155 -5.77610 -2.72950
C: 4.81774 0.56762 -3.33728
H: 8.80053 -0.31043 -5.49254
H: 2.86913 1.13874 -2.57095
H: -2.20324 -1.64632 -4.20693
C: -1.93641 -0.02175 2.47717
C: -4.04965 -1.76068 -0.89729
H: -0.89313 -0.29887 2.44468
H: 7.84379 0.31016 -7.69492
H: 3.33557 1.52830 -6.78405
C: 3.51296 0.98464 -3.43402
C: -6.66348 -1.45420 -1.57760
C: 6.98931 0.05182 -4.43857
H: 6.83383 1.75529 0.12504
H: -7.70571 -1.33898 -1.84110
Ge: 5.83461 0.34301 -1.73006
C: 7.76804 0.00445 -5.55848
H: -2.19041 -4.79420 -1.28638
H: -1.23409 -2.25255 -2.85110
H: -5.28083 -4.64686 -4.29915
C: 6.94826 -1.51478 0.13898
V: -3.28139 -0.25358 0.69644
C: 5.63520 0.46451 -4.50297
H: -3.75465 -5.52536 -1.67532
H: 5.99574 2.76405 -1.09684
H: -5.21144 -0.51156 2.92603
C: -5.80723 -2.23468 -2.35453
H: 7.43192 -0.27026 -3.49085
N: -4.86448 -0.96185 -0.15721
H: -2.93257 -1.92203 3.10263
C: -2.47851 1.24313 2.14913
H: 1.95705 1.67261 -4.76187
H: -6.74771 -0.15074 0.15313
S: -2.37575 -1.98800 -0.16268
H: 7.05780 -4.88668 0.24746
H: 5.49570 1.01276 -7.87116
C: 6.15502 -1.36078 -1.00722
C: -3.88860 1.17739 2.32551
C: -6.16102 -0.80572 -0.47605
H: -1.27462 -3.13167 -4.36860
C: 7.26397 -2.78285 0.59042
H: 5.66712 -4.62939 -1.77328
C: 7.22107 0.35501 -6.81222
H: -4.58737 1.98271 2.14265
C: 6.01095 -3.75381 -1.23995
H: -1.92168 2.11189 1.82688
C: 5.09284 0.81499 -5.76036
C: 5.91690 0.74482 -6.91048
C: 5.68729 -2.48964 -1.69593

Max |F|, eV/Å: 0.3
Energy above the lowest of the compared OMol25 structures with the same formula, charge and spin, kJ/mol: 0.00
HOMO (spin up / spin down), eV: -14.348 / -14.348
Net charge: +3
LUMO level (spin up / spin down), eV: -10.967 / -10.286
Multiplicity: 2
Expectation value of S²: 0.807

---

[6]
Formula: C4H10N3O
Source: the Open Molecules 2025 dataset
Level of theory: ωB97M-V with the def2-TZVPD basis set

Geometry (Å):
H: 3.32131 -1.61278 -1.18456
H: 1.67970 2.38662 1.03102
H: -1.18883 -1.76686 1.61572
H: 1.73505 2.75492 -0.72875
N: 1.70864 -0.06444 0.06404
H: -2.28866 -0.44859 0.72600
N: -0.98250 -1.32176 -0.47493
C: 2.24524 -1.13147 0.40199
H: -1.51008 -1.16559 -1.28148
C: 1.16038 2.29374 0.09016
H: 2.06049 -1.58639 1.37527
C: -1.84684 -1.43664 0.67406
N: -0.45474 0.55104 -0.49221
H: 0.24438 2.71289 0.22548
C: 0.77965 0.81597 -0.10286
H: -2.64145 -2.20418 0.62085
H: -1.24772 1.14803 -0.57038
O: 3.05386 -1.86571 -0.28664

Max |F|, eV/Å: 4.9
Energy above the lowest of the compared OMol25 structures with the same formula, charge and spin, kJ/mol: 352.50
HOMO (spin up / spin down), eV: -14.609 / -14.609
Net charge: +1
LUMO level (spin up / spin down), eV: -4.617 / -4.617

---

[7]
Formula: C12H38O11
Source: the Open Molecules 2025 dataset
Level of theory: ωB97M-V with the def2-TZVPD basis set

Geometry (Å):
H: -10.35391 22.74189 -1.80517
C: -11.58555 23.06358 -0.49170
O: -12.34714 13.05648 2.44493
O: 0.11772 16.34373 -3.67256
H: -5.61589 23.94998 1.27934
H: -0.57052 16.59022 -5.45724
H: -10.82945 18.34659 -7.69908
C: -5.11280 24.43208 2.11753
C: -9.95297 18.40808 -7.05401
O: -4.39776 17.95498 -8.11604
H: -1.72044 23.02078 -4.93385
O: -6.57001 20.25771 -3.06339
H: -11.23337 10.46666 3.19965
H: -11.13115 22.84100 0.47374
H: -3.60088 16.63650 -9.47958
H: -11.93991 22.04840 -0.67043
H: -13.08322 11.08938 2.87237
C: -11.22558 11.48238 3.59509
O: -10.51418 14.24008 1.69528
H: -9.12461 18.74448 3.70250
H: -5.73600 20.08083 -3.50470
H: -7.69350 18.78562 -2.30844
H: -5.36172 17.27943 -9.74841
O: -9.60495 19.85187 -7.04998
C: -9.51329 18.38037 4.65352
H: -4.01474 18.28536 -10.04882
H: -11.27785 12.35089 5.52718
O: -0.76851 21.47149 -6.11316
H: 0.81459 16.84570 -4.10150
C: -0.93592 16.10880 -4.55015
C: -11.01649 13.34749 2.36280
H: -11.72828 10.79698 5.71413
H: -0.23724 20.80458 -5.67204
O: -3.74683 23.89807 2.31143
H: -8.81279 20.01782 -6.53369
H: -10.12499 17.98444 -6.06455
H: -9.88528 19.20788 5.25763
H: -5.81042 18.46690 -2.24831
H: -9.00369 17.21722 5.95624
O: -10.30440 12.37941 2.98714
O: -8.43484 17.66741 5.32748
H: -0.04112 22.73373 -4.51399
C: -0.76386 22.67775 -5.32800
H: -13.00320 12.32143 4.18484
C: -4.33155 17.44397 -9.43254
C: -11.02149 11.37383 5.11764
H: -6.52287 19.44741 -1.15252
H: -3.63797 18.53458 -8.02446
O: -10.79650 23.55107 -1.53883
H: -9.04726 17.82966 -7.23618
C: -6.66858 19.13615 -2.18692
H: -10.34900 17.69053 4.53603
H: -3.88926 23.33378 3.07490
H: -4.96638 25.49669 1.93508
H: -1.10231 15.05512 -4.77412
H: -5.66527 24.24007 3.03732
H: -10.04122 11.09805 5.50638
H: -1.91862 16.51934 -4.31805
H: -0.40857 23.47977 -5.97502
C: -12.57501 11.97979 3.24249
H: -12.36717 23.79432 -0.28392

Max |F|, eV/Å: 3.2
Energy above the lowest of the compared OMol25 structures with the same formula, charge and spin, kJ/mol: 360.22
HOMO, eV: -9.989
LUMO level, eV: 0.200
Structure (SMILES): C[C@H]1COC(=O)O1.CO.CO.CO.CO.CO.CO.CO.CO

---

[8]
Formula: C4H6O4
Source: the Open Molecules 2025 dataset
Level of theory: ωB97M-V with the def2-TZVPD basis set

Geometry (Å):
C: -0.24361 -0.20230 -0.09516
O: 0.68282 2.15910 0.18370
H: -1.46677 -1.23715 0.67782
H: -1.78340 1.28071 -1.10719
C: -1.51777 0.40266 -0.58413
C: 1.31954 -0.21797 -0.55756
H: 1.44036 0.68826 1.68929
C: 0.92664 0.74111 0.63674
H: 1.45701 2.65605 -0.33967
H: 1.17557 -2.00078 0.13585
O: -2.62021 -0.17285 -0.06310
H: 1.60718 0.18300 -1.52048
O: -0.54782 -1.20772 0.69647
O: 1.81787 -1.51742 -0.30893

Max |F|, eV/Å: 7.1
Energy above the lowest of the compared OMol25 structures with the same formula, charge and spin, kJ/mol: 516.55
HOMO, eV: -9.501
LUMO level, eV: -0.283
Structure (SMILES): O=CC1(O)[C@H](O)[C@H]1O

---

Q: Look up the max |F| of the fifth one.
A: 0.3 eV/Å